Record 1
Here is C19H34N2O6S5SiTi as an isolated structure in a non-equilibrium geometry from the OMol25 dataset. Energies are from the ωB97M-V functional and the def2-TZVPD basis.

Output
Lowest unoccupied orbital energy (alpha / beta), eV: 4.39 / 4.39
Charge: -2
Relative energy (zero: lowest compared OMol25 entry of this formula, charge and spin), kJ/mol: 142.3
Max |F|, Eh/bohr: 0.055
Multiplicity: 3
E_tot, eV: -120694.7862

CARTESIAN COORDINATES (ANGSTROEM)
O 2.382 1.029 0.943
S -0.607 -1.562 -0.190
H 4.843 -1.972 -3.162
H -3.322 1.451 3.014
H -2.034 -0.724 -3.020
C -2.938 -0.171 -3.069
O -1.434 1.172 1.282
C -0.374 2.699 -1.385
C 0.650 2.824 -2.491
C -3.712 -0.202 -1.715
C 4.592 -0.988 -2.815
S 2.038 -4.506 0.540
H -2.190 2.753 2.826
S 2.760 -6.530 2.590
H 3.867 -0.594 -3.605
H -2.354 3.056 -1.034
O 3.435 -3.188 -1.898
C -1.272 0.845 2.733
H -3.007 -2.226 -1.179
H -1.991 2.931 -2.763
N 2.685 0.001 0.269
H 3.162 -3.858 -1.293
H 0.617 4.294 -0.256
Ti 1.889 -1.938 0.488
C 4.026 1.605 -0.968
C 3.520 0.223 -0.742
O -2.944 0.511 -0.760
H 4.539 1.663 -1.955
H -0.694 3.471 0.691
C 3.712 -0.981 -1.573
H 0.384 2.294 3.088
C -5.106 0.418 -1.840
O 2.724 -7.278 5.167
H -2.611 -0.819 2.516
S 2.573 -4.639 4.918
C -3.929 -1.649 -1.184
H -5.650 0.089 -2.671
H -4.993 1.526 -1.847
C -1.689 -0.552 3.091
C 2.755 -6.365 4.353
H 1.581 2.354 -2.169
H -2.140 1.923 4.360
H 0.902 2.606 0.380
C 0.144 1.187 3.204
S 2.192 -2.178 2.880
H -2.648 0.857 -3.318
H 4.868 1.816 -0.266
N 3.084 -2.044 -1.155
H 5.400 -0.262 -2.811
H -3.520 -0.524 -3.934
H 0.907 0.721 2.574
H 0.859 3.881 -2.745
Si -1.383 0.376 -0.174
O -0.567 1.261 -1.299
H -5.574 -0.005 -0.975
H -4.554 -2.324 -1.751
H 0.205 2.285 -3.301
H -1.924 -0.593 4.147
C 0.114 3.316 -0.044
C 2.358 -3.927 3.218
C -1.664 3.347 -1.804
C 2.411 -4.840 2.210
H 0.390 0.864 4.234
H 3.300 2.434 -0.913
C -2.286 1.796 3.313
H -4.294 -1.610 -0.168
H -0.843 -1.236 2.900
H -1.623 4.406 -1.686

=====

Record 2
Here is C19H34N3O5OsP2 as an isolated structure in a non-equilibrium geometry from the OMol25 dataset. Energies are from the ωB97M-V functional and the def2-TZVPD basis.

Output
Lowest unoccupied orbital energy (alpha / beta), eV: -9.80 / -14.14
Charge: +3
Max |F|, Eh/bohr: 0.076
Multiplicity: 5
E_tot, eV: -55978.7220

CARTESIAN COORDINATES (ANGSTROEM)
H 3.038 2.068 -1.042
H 3.272 0.514 1.722
C -0.230 1.621 4.814
C -0.834 1.480 -2.795
H 0.463 -4.656 -0.644
H -2.469 2.648 0.343
P 2.108 -0.104 -0.354
H -2.875 0.492 -2.909
H 3.512 -1.392 -1.829
C 0.146 3.947 3.801
H 0.360 4.392 4.786
C -1.314 4.062 3.418
H -0.370 -3.547 0.264
H 2.272 2.389 5.296
P -1.957 0.324 -0.476
N -0.877 0.478 4.319
C 3.313 -0.319 1.008
H 3.584 0.714 -2.134
C 3.086 3.243 3.472
C -0.651 2.020 -4.073
H -2.562 -2.934 -4.841
O -1.732 -2.483 -5.048
Os 0.122 0.999 0.015
H -1.521 2.150 -4.721
H -1.598 5.109 3.507
H -1.506 3.783 2.370
C 0.476 1.922 2.434
H 0.748 4.488 3.062
H -3.952 -0.895 -0.657
C 1.558 1.644 -2.481
C 2.543 -1.594 -1.352
H -1.046 -2.885 -4.482
H 2.850 3.227 2.404
H -1.956 3.505 4.108
C 1.721 2.323 -3.694
C -2.983 1.679 0.309
O -0.361 1.917 5.999
H -3.440 1.532 1.296
H 4.130 2.953 3.636
H 2.954 4.266 3.828
H 2.388 1.268 3.956
C 0.635 2.477 3.832
H 1.790 -1.835 -2.109
H 3.045 -1.256 1.518
H 0.673 3.111 -5.419
H -2.768 1.985 -1.940
O -1.620 -0.919 2.643
C -2.979 -1.164 -0.223
H -3.091 -1.446 0.836
C 2.726 1.160 -1.578
C 2.148 2.310 4.206
O 1.032 2.509 1.429
H -1.453 -0.058 4.979
H 2.717 2.700 -3.989
H 4.335 -0.413 0.617
H 2.638 -2.462 -0.696
C -0.945 0.044 2.976
C -2.205 1.079 -2.256
C 0.587 2.535 -4.483
H -3.777 1.747 -0.440
H -2.528 -2.003 -0.769
N 0.282 1.466 -1.990
N -0.186 0.821 2.085
O 0.133 -3.717 -0.598

=====

Record 3
Here is C19H34N3O5P2Rh as an isolated structure in a non-equilibrium geometry from the OMol25 dataset. Energies are from the ωB97M-V functional and the def2-TZVPD basis.

Output
Lowest unoccupied orbital energy (alpha / beta), eV: -6.47 / -10.03
Charge: +2
Max |F|, Eh/bohr: 0.087
Multiplicity: 5
E_tot, eV: -56530.8820

CARTESIAN COORDINATES (ANGSTROEM)
H -4.499 0.485 2.175
C 4.769 1.112 -1.362
C 1.514 2.467 -2.153
C -3.843 1.016 1.489
H -1.097 -3.212 2.832
C -2.306 -0.959 1.681
H -3.513 -3.375 -3.136
H 0.729 -0.485 3.926
C 4.427 -0.406 -1.180
H 6.341 2.562 -1.490
C 4.927 -0.851 0.210
O 2.288 -0.847 -2.302
H -2.727 -1.085 2.690
H -0.403 3.705 -0.466
H 4.204 1.696 -0.613
H 5.334 0.036 -3.885
H 1.136 3.302 -2.754
C 2.588 -1.007 1.041
C -0.283 -0.340 3.521
C 2.898 -0.569 -1.252
H 2.160 1.821 -2.755
H 2.069 2.836 -1.283
C -1.001 2.939 -0.996
H 4.250 -1.661 1.980
P 0.066 1.549 -1.611
C -4.141 2.281 1.010
N 3.949 -1.230 1.117
C -2.007 2.280 -0.093
C -3.215 2.917 0.201
H -1.010 -3.327 1.042
P -0.440 -1.117 1.854
H 0.836 -1.852 -5.872
C 5.108 -1.346 -2.221
H -0.936 1.868 -3.766
H -1.036 -0.817 4.167
O 1.873 -1.441 1.984
O 6.104 -0.919 0.549
H -1.472 3.436 -1.857
O 0.396 -1.745 -5.006
H 6.832 0.922 -1.987
H 1.118 -1.595 -4.339
C -2.640 0.398 1.136
H -0.471 0.741 3.475
H 4.695 -2.358 -2.076
H 0.502 -3.353 2.009
H 3.810 -0.917 -3.859
N 2.174 -0.378 -0.078
Rh 0.220 0.112 -0.063
C -0.771 0.993 -3.124
H 6.632 1.313 -0.257
H -1.999 -3.043 -3.238
H -2.719 -1.773 1.049
C -0.510 -2.944 1.942
N -1.734 1.044 0.379
H 5.356 -1.694 -4.310
C 4.889 -0.942 -3.664
C 6.237 1.493 -1.264
H -3.388 3.900 -0.236
O -2.765 -3.008 -2.606
H -0.143 0.255 -3.636
H 6.186 -1.434 -2.010
H 4.376 1.390 -2.348
H -1.731 0.512 -2.904
H -5.077 2.772 1.273

=====

Record 4
Here is a 4-piece molecular cluster, C19H34N4O2 overall in a non-equilibrium geometry from the OMol25 dataset. Energies are from the ωB97M-V functional and the def2-TZVPD basis.

Output
Lowest unoccupied orbital energy, eV: 0.58
Charge: 0
Max |F|, Eh/bohr: 0.079
Multiplicity: 1
E_tot, eV: -30306.9866
SMILES: O=C1CC[C@@H](CCCO)N1.CCCC#N.CCCC#N.CCCC#N

CARTESIAN COORDINATES (ANGSTROEM)
H 1.007 0.737 -0.150
C -2.111 -1.918 0.142
O 3.632 4.072 2.558
H -0.691 2.943 -1.645
H -3.927 -2.838 0.802
H -1.617 -2.076 1.104
C 2.016 -0.819 6.025
H 0.064 -4.942 -5.952
C 0.996 1.710 -0.756
H -1.187 1.347 -0.923
C -1.002 -3.372 -4.923
H -1.815 -3.347 -5.654
C 3.541 3.543 1.445
H 2.717 -0.635 6.842
H 2.363 -1.703 5.484
H -1.051 -5.538 -4.721
N -3.488 -4.536 -2.755
H 1.683 3.731 0.156
H -0.268 -2.622 -5.237
H -1.806 -2.724 -0.531
H 4.042 2.359 -1.465
N 2.867 2.266 1.048
H 0.843 1.195 3.446
C -0.339 -4.743 -4.956
C 1.942 0.400 5.113
H 3.725 5.178 0.046
H -0.145 3.470 1.206
C -2.626 -3.854 -3.101
H 2.934 0.603 4.701
C 0.923 0.245 3.984
H 1.265 1.459 -1.839
H 5.200 3.960 0.126
C -1.525 -2.990 -3.538
H 2.996 3.967 -1.876
C 1.301 -0.804 3.033
O -1.974 3.942 0.317
C 2.083 2.712 -0.166
C -0.510 2.259 -0.738
H -1.494 4.561 -0.280
N 1.596 -1.627 2.285
H -1.880 -1.955 -3.566
H 1.039 -1.043 6.461
H -4.106 -2.563 -1.679
C 4.079 4.086 0.000
C -3.624 -1.901 0.324
N -3.976 0.561 -2.135
C -4.158 -0.458 -1.631
C 3.322 3.174 -1.124
H -3.896 -1.091 1.008
H -0.712 -3.026 -2.807
H -5.457 -1.871 -0.796
H 1.663 1.269 5.716
C -0.970 2.918 0.646
H -1.451 2.132 1.310
H 0.487 -4.798 -4.241
H 3.640 1.669 0.687
H -1.746 -0.971 -0.266
H -0.067 0.032 4.398
C -4.387 -1.758 -0.994

=====

Q: Among the records above, which one has the lowest E_tot?
A: C19H34N2O6S5SiTi